[1]
Formula: C21H11AuBF4N4O6S
Source: OMol25
Level of theory: ωB97M-V/def2-TZVPD

ORCA input file:
```
! RIJCOSX wB97M-V def2-TZVPD def2/J DEFGRID3
* xyz -1 3
Au -6.37 -17.40 14.06
S -7.51 -17.74 16.19
C -5.99 -17.85 17.02
C -6.05 -18.17 18.39
C -4.87 -18.49 19.07
C -3.66 -18.39 18.36
C -3.68 -17.92 17.05
N -4.82 -17.67 16.41
H -7.04 -18.16 18.84
H -4.88 -18.78 20.14
H -2.70 -18.63 18.78
H -2.81 -17.76 16.41
F -5.65 -20.44 15.80
B -6.22 -20.88 14.59
F -7.47 -21.54 14.72
F -5.36 -21.57 13.73
F -6.54 -19.52 13.77
O -5.16 -17.49 12.38
C -3.88 -17.29 12.57
O -3.33 -17.07 13.65
C -2.98 -17.33 11.37
C -3.33 -17.89 10.15
C -2.32 -17.94 9.15
C -1.04 -17.44 9.27
C -0.77 -16.93 10.52
C -1.70 -16.80 11.54
N 0.59 -16.52 10.81
O 0.82 -16.32 12.00
O 1.33 -16.40 9.89
N -2.58 -18.55 7.84
O -1.59 -18.71 7.14
O -3.72 -18.86 7.61
H -4.31 -18.27 9.94
H -0.28 -17.48 8.49
H -1.45 -16.37 12.53
N -6.19 -7.45 14.56
C -6.18 -8.61 14.37
C -6.24 -10.05 14.24
C -6.33 -10.67 12.98
C -6.38 -12.06 12.95
C -6.08 -12.81 14.11
C -5.86 -12.19 15.35
C -6.04 -10.78 15.43
C -6.12 -14.26 14.02
C -6.24 -15.47 13.99
H -6.38 -10.05 12.10
H -6.63 -12.60 12.06
H -5.60 -12.77 16.23
H -5.95 -10.22 16.37
*
```

relative energy (zero: lowest compared OMol25 entry of this formula, charge and spin) = 0.0 kJ/mol
LUMO level (spin up / spin down) = 1.24 / -0.92 eV
⟨S²⟩ = 2.03

These are the Löwdin partial charges, in e, on atoms 1 to 4:
1 Au 0.928
2 S 0.842
3 C -0.729
4 C -0.094



[2]
Formula: C21H11Cl2F5N2O2SSeTi
Source: OMol25
Level of theory: ωB97M-V/def2-TZVPD

ORCA input file:
```
! RIJCOSX wB97M-V def2-TZVPD def2/J DEFGRID3
* xyz 1 2
Ti 1.47 -0.99 -0.63
Cl 7.97 -1.42 2.48
C 6.55 -1.40 1.50
C 6.69 -1.37 0.10
C 5.60 -1.36 -0.74
Cl 5.82 -1.34 -2.44
C 4.31 -1.38 -0.18
O 3.24 -1.40 -0.96
C 4.17 -1.39 1.21
C 2.90 -1.40 1.85
O 1.81 -1.31 1.27
C 5.31 -1.42 2.06
H 7.69 -1.35 -0.33
H 2.87 -1.52 2.94
H 5.20 -1.45 3.14
C -1.15 2.07 -2.18
N -1.04 1.96 -0.72
C 0.08 1.79 0.00
Se 1.80 1.53 -0.68
N -0.27 1.76 1.30
C -1.65 1.90 1.43
C -2.51 1.91 2.53
C -3.85 2.05 2.25
C -4.34 2.17 0.94
C -3.49 2.16 -0.15
C -2.14 2.03 0.14
H -0.16 1.98 -2.61
H -1.59 3.04 -2.41
H -1.78 1.26 -2.54
H 0.41 1.66 2.03
H -2.15 1.82 3.55
H -4.56 2.06 3.07
H -5.41 2.27 0.78
H -3.85 2.25 -1.17
F -5.38 -1.45 -0.36
C -4.15 -1.45 -0.86
C -3.06 -1.39 -0.01
F -3.23 -1.32 1.31
C -1.80 -1.38 -0.58
F -0.73 -1.29 0.27
C -1.55 -1.43 -1.93
S 0.10 -1.37 -2.59
C -2.67 -1.50 -2.75
F -2.53 -1.54 -4.07
C -3.95 -1.51 -2.23
F -5.00 -1.57 -3.04
*
```

LUMO level (spin up / spin down) = -4.05 / -4.31 eV
⟨S²⟩ = 0.76

These are the natural (NBO) partial charges, in e, on atoms 1 to 4:
1 Ti 1.374
2 Cl 0.053
3 C -0.067
4 C -0.144



[3]
Formula: C21H11F5KN5O2SSe
Source: OMol25
Level of theory: ωB97M-V/def2-TZVPD

ORCA input file:
```
! RIJCOSX wB97M-V def2-TZVPD def2/J DEFGRID3
* xyz -2 1
K -1.43 -0.73 0.30
N -1.22 -4.21 4.06
C -1.90 -3.07 3.64
S -3.42 -3.27 2.90
N -1.33 -1.94 3.98
N -1.59 -0.83 3.33
C -1.49 0.29 3.95
C -1.65 1.55 3.26
C -1.57 2.76 3.97
C -1.77 3.95 3.31
C -2.03 3.94 1.95
C -2.08 2.70 1.31
N -1.89 1.55 1.93
H -1.59 -5.05 3.65
H -0.21 -4.13 4.03
H -1.30 0.33 5.02
H -1.35 2.74 5.03
H -1.71 4.89 3.85
H -2.18 4.86 1.39
H -2.29 2.64 0.25
O -4.15 1.05 -2.83
C -3.16 0.35 -3.00
N -2.43 -0.29 -2.05
C -1.41 -0.97 -2.63
O -0.61 -1.69 -2.03
C -1.44 -0.74 -4.12
C -0.66 -1.21 -5.16
C -1.01 -0.83 -6.46
C -2.12 -0.03 -6.70
C -2.90 0.43 -5.64
C -2.54 0.07 -4.36
H 0.20 -1.84 -4.97
H -0.42 -1.18 -7.30
H -2.38 0.24 -7.71
H -3.77 1.06 -5.80
F 7.78 -0.17 1.92
C 6.54 -0.22 1.39
C 6.07 0.81 0.60
F 6.86 1.88 0.39
C 4.81 0.74 0.04
F 4.42 1.78 -0.72
C 3.95 -0.35 0.22
Se 2.31 -0.48 -0.65
C 4.45 -1.36 1.06
F 3.71 -2.43 1.33
C 5.71 -1.30 1.63
F 6.16 -2.30 2.41
*
```

relative energy (zero: lowest compared OMol25 entry of this formula, charge and spin) = 60.3 kJ/mol
LUMO level = 4.28 eV

These are the natural (NBO) partial charges, in e, on atoms 1 to 4:
1 K 0.929
2 N -0.825
3 C 0.266
4 S -0.472



[4]
Formula: C21H12Br2F3N4O5STl
Source: OMol25
Level of theory: ωB97M-V/def2-TZVPD

ORCA input file:
```
! RIJCOSX wB97M-V def2-TZVPD def2/J DEFGRID3
* xyz -2 1
Tl 0.62 0.13 0.60
O 1.13 6.56 2.01
C 2.18 6.13 1.28
O 3.16 6.87 1.13
C 2.06 4.83 0.66
C 3.00 4.29 -0.21
N 2.68 3.04 -0.45
N 1.57 2.71 0.23
C 1.16 3.74 0.90
C -0.06 3.67 1.73
O -0.39 4.67 2.42
O -0.69 2.57 1.61
H 0.41 5.83 2.20
H 3.95 4.75 -0.55
H 2.98 2.26 -1.04
F -4.55 -3.35 5.03
C -3.65 -3.47 4.02
F -4.17 -4.39 3.15
F -2.58 -4.06 4.58
C -3.46 -2.16 3.34
C -4.24 -1.07 3.60
C -4.08 0.15 2.99
C -3.09 0.16 2.00
N -2.27 -0.83 1.70
C -2.41 -2.05 2.36
S -1.28 -3.25 1.97
H -5.10 -1.22 4.28
H -4.82 0.92 3.14
H -2.77 1.12 1.48
C -2.01 -1.81 -1.78
C -0.59 -2.01 -2.42
C -0.47 -3.03 -3.39
C 0.83 -3.32 -3.79
C 1.92 -2.53 -3.33
C 3.28 -2.73 -3.62
Br 3.83 -4.39 -4.41
C 4.24 -1.84 -3.27
C 3.88 -0.66 -2.64
Br 5.21 0.62 -2.11
C 2.57 -0.29 -2.30
O 2.20 0.84 -1.83
C 1.60 -1.36 -2.60
N 0.34 -1.17 -2.08
H -1.92 -1.91 -0.69
H -2.83 -2.48 -2.11
H -2.31 -0.76 -1.96
H -1.31 -3.51 -3.82
H 0.94 -4.14 -4.54
H 5.29 -2.09 -3.49
*
```

relative energy (zero: lowest compared OMol25 entry of this formula, charge and spin) = 32.1 kJ/mol
LUMO level = 3.67 eV

These are the natural (NBO) partial charges, in e, on atoms 1 to 4:
1 Tl 0.859
2 O -0.722
3 C 0.779
4 O -0.663



The records above yield maximum force values of 2.87; 1.50; 1.47; 3.11 eV Å⁻¹, respectively.